No. 1
78
Properties=species:S:1:pos:R:3 method="wB97M-V/def2-TZVPD" fmax_ha_per_bohr=0.152 total_charge=+1 e_homo_ha=-0.357
O 1.96248 -0.90144 4.87585
P 1.26056 -0.02095 3.92369
O -0.37523 -0.02894 4.25229
O 1.75062 1.56898 4.04733
P 1.55505 -0.72144 1.85048
C 1.22114 0.80416 0.81577
N 0.03548 0.88048 0.04246
C 0.09107 2.11228 -0.54059
N 1.22108 2.75682 -0.18888
F 1.51272 3.99169 -0.60386
C 2.05227 1.98106 0.69860
P 3.71718 2.38254 1.47147
O 3.39430 3.56755 2.62735
I 4.99497 3.46547 -0.33193
H -0.61691 0.77224 4.75626
H 1.28756 2.12286 3.39056
H 0.53774 -1.71066 1.62348
H -0.66226 0.14084 -0.01288
H -0.68738 2.52162 -1.21762
H 2.52770 3.94751 2.37432
O -3.58137 2.46428 -0.08440
P -5.01890 2.87797 0.25423
N -5.74288 1.68856 -0.73424
C -6.31453 1.76091 -2.05878
C -5.70568 0.31989 -0.23776
N -4.85525 4.44062 -0.47307
C -5.54348 4.90986 -1.65887
C -3.50036 4.99454 -0.49958
N -6.59681 3.35306 0.81144
C -7.91075 3.05684 0.28003
C -6.61394 4.49973 1.72648
H -7.30088 1.27987 -2.07697
H -5.67960 1.25415 -2.79885
H -6.48485 2.76745 -2.41971
H -6.50830 0.15467 0.49242
H -4.75152 0.09970 0.24849
H -5.82884 -0.41228 -1.03894
H -5.16219 4.43461 -2.56950
H -5.41257 5.98940 -1.78045
H -6.62318 4.77750 -1.59382
H -2.90455 4.56121 -1.31672
H -2.98338 4.81520 0.44309
H -3.51820 6.07811 -0.64025
H -8.09049 3.53061 -0.68720
H -8.69692 3.41066 0.95189
H -8.08474 1.98331 0.19236
H -6.73489 5.43991 1.18066
H -5.68504 4.55134 2.29562
H -7.42127 4.41868 2.45883
O 3.53017 -2.41875 -0.06849
P 4.10734 -3.83659 -0.15474
N 5.69078 -3.36637 0.27438
C 6.86790 -3.12163 -0.52493
C 5.91378 -3.04036 1.67697
N 3.81364 -3.97048 -1.85646
C 4.81977 -4.04850 -2.89569
C 2.70025 -3.17452 -2.37707
N 4.61903 -5.50017 -0.15837
C 5.94742 -6.07517 -0.17111
C 3.59268 -6.46552 -0.56546
H 7.73358 -3.64880 -0.10326
H 7.11215 -2.05077 -0.56314
H 6.79634 -3.46979 -1.54785
H 6.06122 -3.95569 2.26463
H 5.06371 -2.49725 2.09855
H 6.79369 -2.40890 1.81804
H 5.32729 -3.08944 -3.04817
H 4.36741 -4.32868 -3.85209
H 5.55327 -4.83225 -2.70745
H 2.98859 -2.12300 -2.51779
H 1.84116 -3.21451 -1.70717
H 2.35718 -3.55720 -3.34189
H 6.47697 -5.89202 -1.10846
H 5.90904 -7.15986 -0.04106
H 6.55606 -5.71843 0.66124
H 3.62969 -6.65231 -1.64279
H 2.59714 -6.09626 -0.31610
H 3.70799 -7.41983 -0.04485


No. 2
126
Properties=species:S:1:pos:R:3 method="wB97M-V/def2-TZVPD" fmax_ha_per_bohr=0.046 smiles="COCCCCCCCC[C@@]1(c2ccncc2)OC(=O)O[C@@]1(CCCCS(=O)(=O)O)P(C)C.c1ccncc1.c1ccncc1.c1ccncc1.c1ccncc1.c1ccncc1" de_lowest_ev=0.000 total_charge=0 e_homo_ha=-0.299
C 0.78501 -0.50274 2.99477
O 0.53951 0.86756 2.74448
C -0.61552 1.10374 1.95645
C -0.44376 2.41315 1.19127
C 0.51838 2.13889 0.02511
C 1.19979 3.40051 -0.52134
C 2.44998 3.03736 -1.33559
C 3.67909 2.88040 -0.44421
C 4.98226 2.51039 -1.17967
C 4.90565 1.32386 -2.14882
C 5.01132 -0.07273 -1.52373
C 6.17897 -0.34949 -0.61195
C 6.27008 0.20042 0.64023
C 7.30177 -0.05131 1.49995
N 8.32371 -0.83249 1.15727
C 8.24452 -1.32793 -0.05931
C 7.23679 -1.15982 -0.96849
O 3.85593 -0.18664 -0.61473
C 2.77760 -0.66981 -1.28947
O 1.68246 -0.80511 -0.80416
O 3.17176 -0.98953 -2.56045
C 4.61006 -1.20747 -2.49472
C 4.72591 -2.66347 -1.97084
C 3.80177 -3.66617 -2.67965
C 2.59405 -4.08537 -1.82722
C 2.95383 -5.15696 -0.80089
S 1.48697 -5.47072 0.19645
O 1.39733 -4.42533 1.15775
O 0.36186 -5.49421 -0.68127
O 1.66100 -6.88695 0.92225
P 5.12613 -1.19279 -4.29676
C 6.95599 -1.29732 -4.49061
C 4.43242 0.24865 -5.21786
H 0.61464 -0.70526 4.05847
H 0.13853 -1.17349 2.42600
H 1.82207 -0.76173 2.76920
H -0.79346 0.30660 1.22360
H -1.49973 1.12447 2.60355
H 0.02976 3.15756 1.83458
H -1.43879 2.72895 0.87289
H -0.02248 1.60851 -0.75984
H 1.31741 1.51575 0.43099
H 0.47728 3.90224 -1.17128
H 1.46530 4.05703 0.31040
H 2.23331 2.06106 -1.78228
H 2.65781 3.75230 -2.13631
H 3.48948 2.12924 0.32736
H 3.85259 3.81585 0.09731
H 5.24448 3.38102 -1.79025
H 5.77443 2.41652 -0.43942
H 3.98456 1.34376 -2.72764
H 5.71596 1.45770 -2.87260
H 5.47198 0.85103 0.97538
H 7.30126 0.39182 2.48786
H 9.08062 -1.95064 -0.38414
H 7.27237 -1.64318 -1.92974
H 4.59256 -2.64047 -0.88480
H 5.75271 -2.99697 -2.13698
H 3.43924 -3.30598 -3.63668
H 4.38886 -4.56134 -2.90473
H 2.16073 -3.24819 -1.27728
H 1.80351 -4.42104 -2.49510
H 3.73739 -4.79610 -0.13279
H 3.33515 -6.05969 -1.28745
H 2.33141 -7.38463 0.43138
H 7.23735 -2.30251 -4.17082
H 7.19368 -1.22466 -5.54945
H 7.54217 -0.61099 -3.87399
H 5.08407 1.11992 -5.08413
H 3.43297 0.51296 -4.88684
H 4.47869 0.01286 -6.27814
N -4.13048 0.43394 2.82851
C -4.75207 -0.22515 1.85092
C -6.12385 -0.19310 1.64942
C -6.89744 0.56415 2.51281
C -6.26972 1.25582 3.53721
C -4.89003 1.15916 3.65001
H -4.10815 -0.80786 1.19980
H -6.57474 -0.74773 0.83731
H -7.96945 0.61157 2.38560
H -6.83620 1.85890 4.23417
H -4.35486 1.68759 4.43367
N -9.47907 0.16776 0.57758
C -9.15707 0.05169 -0.71030
C -9.99378 -0.50268 -1.66613
C -11.23496 -0.96682 -1.26163
C -11.58873 -0.85748 0.07287
C -10.67827 -0.28332 0.94626
H -8.17493 0.42571 -0.98081
H -9.67990 -0.56854 -2.69895
H -11.91787 -1.40755 -1.97752
H -12.54742 -1.20633 0.42900
H -10.91424 -0.17398 1.99952
N 11.17900 -1.77019 -1.63159
C 11.26411 -2.87213 -2.37673
C 11.81434 -2.90357 -3.64893
C 12.30141 -1.72154 -4.18186
C 12.22043 -0.56461 -3.42501
C 11.65417 -0.64413 -2.16163
H 10.86742 -3.77389 -1.92145
H 11.85890 -3.82956 -4.20580
H 12.73794 -1.70245 -5.17249
H 12.58825 0.37914 -3.80360
H 11.57326 0.23598 -1.53266
N -14.85773 0.05198 0.42597
C -15.09907 -0.46496 -0.77854
C -15.61063 0.26144 -1.84210
C -15.89164 1.60328 -1.64453
C -15.64968 2.15977 -0.40012
C -15.13332 1.34402 0.59532
H -14.86684 -1.51965 -0.88816
H -15.78382 -0.21235 -2.79869
H -16.29316 2.20631 -2.44903
H -15.85542 3.20292 -0.20364
H -14.92546 1.73880 1.58381
N -2.97035 3.28398 6.12309
C -2.34188 4.45751 6.15706
C -2.15648 5.19874 7.31423
C -2.65521 4.69418 8.50370
C -3.31345 3.47571 8.48876
C -3.44165 2.81419 7.27699
H -1.97033 4.81453 5.20271
H -1.63514 6.14561 7.28229
H -2.53234 5.24247 9.42929
H -3.71822 3.04636 9.39500
H -3.94669 1.85550 7.21846


No. 3
213
Properties=species:S:1:pos:R:3 method="wB97M-V/def2-TZVPD" fmax_ha_per_bohr=0.083 smiles=CC1(C)CCCC(C)(C)N1O.CC1(C)CCCC(C)(C)N1O.CC1(C)CCCC(C)(C)N1O.CC1(C)CCCC(C)(C)N1O.CC1(C)CCCC(C)(C)N1O.CC(C)O.CC(C)O.CC(C)O.CC(C)O.CC(C)O.O de_lowest_ev=4.056 total_charge=0 e_homo_ha=-0.281
O 1.64434 4.29720 21.40427
H 1.47277 5.20260 21.14536
H 1.56238 3.79594 20.59293
C 7.12602 3.82260 18.60452
C 7.42737 2.66196 19.58436
C 8.80961 2.02009 19.15554
C 9.50782 1.26125 20.33378
C 9.52055 2.13892 21.63128
C 8.15545 2.68273 22.12076
N 7.45671 3.25687 20.96290
O 6.23776 3.91280 21.37931
C 7.34793 1.47850 22.74389
C 8.47659 3.66220 23.22924
C 6.32762 1.48760 19.43194
H 6.10945 4.19928 18.71756
H 7.30805 3.53501 17.56901
H 7.81615 4.66160 18.69340
H 8.57673 1.23287 18.43848
H 9.50441 2.71630 18.68581
H 10.53465 0.97894 20.10136
H 8.98332 0.34427 20.60240
H 10.22934 2.93637 21.40816
H 10.08441 1.69741 22.45302
H 7.49131 0.62526 22.08092
H 7.72812 1.21696 23.73140
H 6.26264 1.57926 22.75364
H 8.86414 3.17202 24.12234
H 9.32160 4.29042 22.94746
H 7.68670 4.38735 23.42503
H 6.27869 1.23263 18.37331
H 5.35000 1.92872 19.62629
H 6.36896 0.67551 20.15782
H 6.39218 4.80013 21.04702
C 2.89855 8.00815 15.61828
C 4.11100 8.00075 14.60184
C 4.82150 6.63818 14.72830
C 4.16160 5.48375 13.94018
C 3.99472 5.89614 12.47627
C 3.14015 7.15051 12.39158
N 3.70494 8.27305 13.16006
O 3.08427 9.48778 12.88761
C 3.07889 7.55289 10.89860
C 1.68153 6.84986 12.79664
C 5.11991 9.12698 14.92734
H 3.43657 8.02863 16.56601
H 2.28784 7.10583 15.58710
H 2.27588 8.88885 15.46088
H 5.88061 6.74079 14.49192
H 4.80390 6.26131 15.75092
H 3.22075 5.18958 14.40532
H 4.67270 4.55922 14.20876
H 3.38098 5.12414 12.01210
H 4.95282 5.99861 11.96671
H 2.47521 8.42591 10.65061
H 4.12302 7.71401 10.63041
H 2.78504 6.67993 10.31577
H 0.95128 6.45708 12.08915
H 1.61735 6.17970 13.65387
H 1.26997 7.74916 13.25488
H 4.72274 10.07691 14.56960
H 6.05900 8.96209 14.39912
H 5.42038 9.21387 15.97150
H 3.68999 10.08129 12.43766
C 5.46062 15.44252 15.54622
C 5.31266 13.91405 15.35601
C 6.77888 13.34778 15.47742
C 7.25450 13.05656 16.92510
C 6.13885 12.17719 17.56330
C 4.74157 12.91505 17.64047
N 4.33488 13.26085 16.23862
O 3.06393 13.76690 16.08592
C 3.72214 11.82719 18.09859
C 4.93386 14.14682 18.55527
C 4.87351 13.66921 13.89316
H 6.20457 15.71866 16.29347
H 4.51023 15.91656 15.79143
H 5.56689 15.99784 14.61432
H 6.84884 12.41695 14.91461
H 7.49895 14.01514 15.00389
H 7.43196 14.00371 17.43453
H 8.21559 12.54883 16.84383
H 6.56446 12.17594 18.56677
H 6.09399 11.15882 17.17727
H 3.44911 11.16499 17.27697
H 4.04239 11.25941 18.97218
H 2.74723 12.28639 18.26226
H 5.79804 14.01622 19.20659
H 5.05961 15.01263 17.90514
H 4.00108 14.32519 19.09026
H 3.90218 14.10425 13.65783
H 4.75188 12.62889 13.59142
H 5.64869 14.04763 13.22685
H 2.78652 13.16408 15.39220
C -1.01141 1.98782 15.37526
C 0.08406 1.41238 16.27089
C 0.68928 0.13815 15.54755
C 2.07204 -0.35302 16.06935
C 3.07910 0.84884 16.08358
C 2.50200 1.94037 17.00179
N 1.16780 2.44861 16.53500
O 0.72902 3.59906 17.16365
C 2.51058 1.50799 18.46774
C 3.49314 3.24094 16.85702
C -0.55558 1.02471 17.62782
H -1.76108 1.27366 15.03452
H -0.52690 2.49332 14.53990
H -1.46982 2.83476 15.88580
H 0.00723 -0.70950 15.48140
H 0.87903 0.30574 14.48735
H 2.46384 -1.18394 15.48269
H 1.89947 -0.81950 17.03925
H 3.25122 1.23894 15.08043
H 4.03730 0.46104 16.42933
H 3.54039 1.29422 18.75394
H 2.10164 2.26423 19.13780
H 2.00782 0.55728 18.64513
H 3.18188 4.09348 17.46069
H 4.52402 3.03043 17.14178
H 3.41002 3.55841 15.81759
H 0.04297 0.26278 18.12711
H -1.56887 0.64833 17.48751
H -0.68067 1.88438 18.28617
H 0.40700 4.18412 16.47401
C 6.21379 12.93016 23.42080
C 4.93826 12.09080 23.02287
C 5.44672 10.59372 23.19367
C 5.24670 10.00059 24.59581
C 3.81062 10.31384 25.04235
C 3.53192 11.87737 25.05667
N 3.73550 12.45177 23.74663
O 3.50177 13.82757 23.69846
C 1.95181 11.93126 25.38075
C 4.22445 12.47766 26.23112
C 4.61876 12.28081 21.58529
H 6.48457 12.76896 24.46426
H 5.89894 13.97368 23.42599
H 7.15210 12.66953 22.93116
H 5.03430 9.91379 22.44822
H 6.51856 10.62902 22.99867
H 5.93985 10.57290 25.21235
H 5.43089 8.94653 24.80350
H 3.65861 9.92298 26.04844
H 3.14433 9.71374 24.42263
H 1.66129 12.95373 25.62210
H 1.37650 11.50829 24.55721
H 1.74386 11.31613 26.25624
H 3.71471 12.26406 27.17061
H 5.18535 11.97629 26.34684
H 4.27428 13.55912 26.10438
H 4.26071 13.26242 21.27487
H 3.94177 11.51534 21.20602
H 5.48264 11.98603 20.98953
H 3.08703 13.86414 22.83344
C 0.51448 9.60852 21.62227
C 0.59797 8.38287 22.55697
C -0.25922 7.23773 22.10909
O 1.88569 7.82375 22.38758
H -0.19632 10.38005 21.91829
H 0.19331 9.36811 20.60879
H 1.45736 10.12192 21.43382
H 0.42030 8.70220 23.58388
H -1.30116 7.55694 22.08532
H 0.00946 6.35888 22.69520
H -0.11887 6.86751 21.09353
H 2.10498 7.11193 22.99323
C 10.18982 10.44373 17.91947
C 9.26082 9.50569 18.69140
C 8.94066 8.34503 17.78262
O 9.98382 9.07603 19.84762
H 10.39731 11.38331 18.43154
H 9.70825 10.76350 16.99538
H 11.18379 10.02216 17.76979
H 8.31264 9.97906 18.94633
H 9.84508 7.78790 17.53818
H 8.40359 8.62558 16.87656
H 8.33268 7.64337 18.35370
H 10.83720 8.78592 19.51720
C 9.75864 7.57574 22.90557
C 8.32200 7.32500 22.47956
C 7.31985 7.33481 23.59822
O 7.96496 8.40955 21.66322
H 10.36399 7.50094 22.00222
H 10.05335 6.78772 23.59857
H 9.84845 8.58241 23.31380
H 8.24823 6.40325 21.90247
H 7.33879 8.25802 24.17738
H 7.31194 6.43881 24.21888
H 6.32616 7.48138 23.17491
H 8.63519 8.59883 21.00249
C 5.07659 8.28183 19.51533
C 4.85924 7.06936 20.34850
C 3.97760 6.05520 19.55606
O 6.09828 6.38934 20.60286
H 5.00562 8.08130 18.44629
H 5.86763 8.89984 19.94008
H 4.16945 8.87455 19.63320
H 4.54934 7.24805 21.37813
H 2.99605 6.50829 19.41692
H 3.98036 4.99674 19.81634
H 4.32697 6.00891 18.52461
H 6.79934 6.98706 20.87273
C 4.38301 5.21058 23.62519
C 3.28793 5.37217 24.69611
C 3.54859 6.62810 25.49367
O 2.09162 5.45941 24.00937
H 4.13249 5.79859 22.74226
H 4.31447 4.19860 23.22607
H 5.41451 5.47402 23.85906
H 3.28182 4.43698 25.25600
H 4.51919 6.84794 25.93834
H 2.94913 6.51853 26.39739
H 3.14040 7.51005 25.00006
H 2.09923 4.90799 23.22357


No. 4
14
Properties=species:S:1:pos:R:3 method="wB97M-V/def2-TZVPD" fmax_ha_per_bohr=0.034 smiles="C=NCCC" de_lowest_ev=1.053 total_charge=0 e_homo_ha=-0.335
C -0.30547 0.76325 -1.68773
C -0.62236 -0.14216 -0.48672
C -0.11637 0.61944 0.77826
C 1.04786 -1.29570 1.65020
N 0.65268 -0.11725 1.74358
H -0.76994 1.76091 -1.63545
H 0.77151 0.77048 -1.88005
H -0.72516 0.41323 -2.61710
H -0.22036 -1.15756 -0.60292
H -1.70261 -0.27057 -0.42653
H -0.97080 1.06430 1.29736
H 0.52290 1.46386 0.45620
H 0.86906 -2.10490 0.92170
H 1.56907 -1.76732 2.48922


No. 5
24
Properties=species:S:1:pos:R:3 method="wB97M-V/def2-TZVPD" fmax_ha_per_bohr=0.090 smiles="CCc1ccc([S@@](N)(=O)=NC)s1" de_lowest_ev=4.494 total_charge=0 e_homo_ha=-0.319
C -0.93433 -0.31038 1.21646
C 0.29864 0.32534 1.17811
C -1.34625 -0.90193 0.02109
C 0.74779 0.34270 -0.08252
C -1.77886 -3.27236 0.23408
C 1.17366 2.46149 -2.64057
C -2.36463 -1.95747 -0.15115
N 2.04520 2.65858 -1.45343
N 3.20402 1.74263 0.60098
O 3.12842 0.27211 -1.50697
S -0.16602 -0.51322 -1.27640
S 2.40548 1.30907 -0.79002
H -1.42472 -0.66121 2.15614
H 0.78763 0.47888 2.12449
H -1.00644 -3.62037 -0.40368
H -2.52068 -4.06982 0.54652
H -1.38419 -3.04310 1.18236
H 1.19574 3.50207 -3.01639
H 0.11096 2.17674 -2.57995
H 1.49744 1.56849 -3.26040
H -3.28454 -1.67079 0.49425
H -2.60813 -1.72453 -1.27715
H 3.01029 1.25148 1.38055
H 3.19047 2.74950 0.71844


No. 6
23
Properties=species:S:1:pos:R:3 method="wB97M-V/def2-TZVPD" fmax_ha_per_bohr=0.044 smiles="C=CC.CCCC" de_lowest_ev=1.402 total_charge=0 e_homo_ha=-0.352
C 0.89515 -2.81611 0.17076
C 1.96378 -1.77441 0.59251
C 2.83339 -1.25199 -0.32676
H -0.11836 -2.39378 0.25727
H 1.07532 -2.96930 -0.89096
H 0.92730 -3.79521 0.67487
H 1.98863 -1.38007 1.60111
H 3.43879 -0.36718 -0.16096
H 2.74257 -1.58338 -1.37984
C -1.93669 0.71612 -1.77741
C -0.25777 1.93009 1.67653
C -0.70971 1.00742 0.47993
C -1.65063 1.60679 -0.56546
H -1.02008 0.54241 -2.34185
H -2.66751 1.22043 -2.44515
H -2.35573 -0.25944 -1.48409
H 0.54309 1.39772 2.21475
H -1.06376 2.05324 2.41969
H 0.11218 2.92722 1.41982
H -1.21046 0.07540 0.84918
H 0.23299 0.64755 0.02527
H -2.56925 1.93184 -0.05256
H -1.19323 2.53464 -0.95665


No. 7
12
Properties=species:S:1:pos:R:3 method="wB97M-V/def2-TZVPD" fmax_ha_per_bohr=0.095 de_lowest_ev=3.209 total_charge=0 e_homo_ha=-0.283
C 0.42647 -1.99348 0.05673
C 0.71009 -0.72440 -0.29433
C -0.28086 0.32390 -0.20241
C 0.20760 1.75244 0.03710
N -2.68165 -0.07651 0.06888
N -1.53372 0.00428 -0.04716
H 1.12424 -2.89066 -0.00036
H -0.52927 -2.26782 0.38018
H 1.75093 -0.37164 -0.60793
H -0.06508 2.49261 -0.79194
H 1.14169 1.70777 0.41506
H -0.27043 2.04352 0.98617